1.
DFT (ωB97M-V with the def2-TZVPD basis set) results for a single C23H29NO3 molecule.

Geometry as XYZ:
```
56
Properties=species:S:1:pos:R:3
C -5.30 -0.74 1.88
H -4.72 -0.13 2.58
H -6.32 -0.81 2.24
H -4.87 -1.74 1.87
C -5.27 -0.11 0.48
C -3.83 0.00 0.01
C -3.23 1.20 -0.31
C -1.91 1.26 -0.74
C -1.15 0.11 -0.86
C -1.75 -1.10 -0.55
C -3.06 -1.16 -0.12
H -3.49 -2.12 0.12
H -1.18 -2.01 -0.64
C 0.30 0.09 -1.31
N 1.10 -0.56 -0.30
C 1.76 -1.72 -0.50
O 1.71 -2.34 -1.54
C 2.56 -2.18 0.71
H 1.95 -2.93 1.24
H 2.72 -1.34 1.39
C 3.89 -2.81 0.32
H 3.71 -3.72 -0.24
H 4.44 -3.07 1.23
C 4.74 -1.87 -0.55
C 4.79 -0.46 -0.04
C 5.24 -0.18 1.25
C 5.25 1.12 1.72
C 4.83 2.16 0.92
C 4.40 1.90 -0.37
C 4.38 0.59 -0.84
H 4.05 0.39 -1.85
H 4.08 2.71 -1.01
H 4.84 3.17 1.29
H 5.60 1.32 2.73
H 5.58 -0.99 1.88
H 5.76 -2.28 -0.61
H 4.33 -1.87 -1.56
H 1.20 -0.04 0.57
H 0.38 -0.55 -2.20
C 0.88 1.47 -1.64
H 1.91 1.33 -1.98
C 0.96 2.38 -0.44
O 1.09 2.04 0.71
O 0.89 3.67 -0.80
H 0.98 4.24 -0.02
H 0.33 1.96 -2.44
H -1.50 2.23 -0.98
H -3.78 2.13 -0.24
C -6.06 -0.99 -0.50
H -5.64 -2.00 -0.55
H -6.03 -0.57 -1.50
H -7.10 -1.07 -0.19
C -5.97 1.25 0.56
H -7.00 1.11 0.90
H -6.01 1.73 -0.42
H -5.47 1.91 1.26
```

Summary:
- max |F| (eV/Å) = 0.66
- E_tot (eV) = -31956.409
- total charge = 0
- SMILES string = CC(C)(C)c1ccc([C@@H](CC(=O)O)NC(=O)CCCc2ccccc2)cc1
- highest occupied orbital energy (Ha) = -0.323
- ΔE to the lowest compared entry with this formula, charge and spin (kcal/mol) = 0.0
- 2S+1 = 1

***

2.
DFT (ωB97M-V with the def2-TZVPD basis set) results for 2 unconnected molecules or ions with the total composition C23H29NO5 at a distorted geometry.

Geometry as XYZ:
```
58
Properties=species:S:1:pos:R:3
C -2.19 5.58 2.61
O -1.14 4.63 2.89
C -0.90 3.62 2.01
C 0.28 2.86 2.23
C 0.66 1.92 1.31
C -0.11 1.62 0.17
C 0.45 0.72 -0.84
N 0.33 1.04 -2.13
C 0.66 0.08 -3.19
C 0.22 2.43 -2.56
C -1.35 2.30 0.02
C -1.71 3.33 0.89
H -2.09 6.33 3.40
H -2.07 6.05 1.63
H -3.17 5.10 2.68
H 0.89 3.09 3.10
H 1.61 1.40 1.43
H 1.34 0.16 -0.54
H 0.70 0.63 -4.13
H 1.63 -0.39 -3.00
H -0.12 -0.69 -3.26
H 0.60 2.51 -3.58
H -0.82 2.77 -2.55
H 0.82 3.08 -1.90
H -2.01 2.06 -0.81
H -2.61 3.93 0.69
C 2.61 -0.40 3.22
C 2.68 -1.39 2.10
O 1.67 -1.00 1.16
C 1.53 -1.94 0.20
C 0.47 -1.70 -0.81
C -0.87 -1.19 -0.47
O -1.76 -1.02 -1.30
O -1.07 -1.02 0.86
C -2.47 -0.92 1.24
C -2.46 -0.48 2.67
C 0.51 -2.75 -1.82
C -0.63 -3.52 -2.17
C -0.52 -4.66 -2.97
C 0.71 -5.00 -3.53
C 1.84 -4.23 -3.26
C 1.75 -3.13 -2.41
O 2.26 -2.93 0.21
H 3.18 -0.80 4.06
H 3.05 0.56 2.95
H 1.58 -0.24 3.55
H 3.65 -1.38 1.59
H 2.45 -2.40 2.44
H -3.00 -0.20 0.60
H -2.92 -1.91 1.13
H -3.48 -0.40 3.05
H -1.92 -1.22 3.28
H -1.98 0.49 2.79
H -1.60 -3.22 -1.76
H -1.41 -5.27 -3.15
H 0.80 -5.88 -4.17
H 2.82 -4.48 -3.68
H 2.63 -2.53 -2.18
```

Summary:
- max |F| (eV/Å) = 2.75
- E_tot (eV) = -36045.967
- total charge = 0
- highest occupied orbital energy (Ha) = -0.244
- ΔE to the lowest compared entry with this formula, charge and spin (kcal/mol) = 96.0
- 2S+1 = 1

***

3.
DFT (ωB97M-V with the def2-TZVPD basis set) results for a molecular structure, C23H30AsHgN8O2Se.

Geometry as XYZ:
```
66
Properties=species:S:1:pos:R:3
Hg 0.18 -0.66 -0.47
C 1.42 -3.28 3.54
C 0.30 -2.74 2.68
O 0.26 -2.90 1.47
N -0.67 -2.07 3.36
C -1.78 -1.40 2.70
C -1.58 0.10 2.67
C -2.40 0.96 3.39
C -2.15 2.33 3.34
C -1.09 2.78 2.58
C -0.31 1.86 1.89
N -0.55 0.55 1.95
H 2.01 -3.97 2.95
H 1.03 -3.78 4.42
H 2.06 -2.46 3.86
H -0.52 -1.89 4.34
H -2.71 -1.65 3.21
H -1.82 -1.78 1.68
H -3.24 0.57 3.96
H -2.77 3.02 3.89
H -0.85 3.84 2.51
H 0.53 2.16 1.27
C 3.66 -0.31 -1.32
As 3.63 1.19 -0.10
C 5.24 2.12 -0.55
C 3.89 0.43 1.64
O 2.27 2.13 -0.18
H 4.67 -0.71 -1.36
H 3.36 0.04 -2.30
H 2.97 -1.08 -0.98
H 6.10 1.48 -0.37
H 5.32 3.03 0.05
H 5.19 2.40 -1.60
H 4.83 -0.12 1.68
H 3.06 -0.25 1.84
H 3.88 1.23 2.38
C 1.00 1.42 -3.65
C 0.15 2.23 -2.74
N -0.63 1.76 -1.80
C -1.24 2.85 -1.21
C -0.83 3.99 -1.82
N 0.06 3.60 -2.80
C 0.82 4.48 -3.64
N 2.20 4.63 -3.23
N 3.19 4.07 -3.95
N 4.32 4.37 -3.42
C 4.08 5.16 -2.30
C 4.97 5.77 -1.41
C 4.42 6.51 -0.39
C 3.02 6.63 -0.24
C 2.14 6.04 -1.12
C 2.71 5.31 -2.17
H 0.79 0.37 -3.46
H 2.06 1.63 -3.49
H 0.77 1.63 -4.70
H -1.94 2.73 -0.41
H -1.09 5.03 -1.67
H 0.34 5.46 -3.61
H 0.84 4.12 -4.67
H 6.04 5.67 -1.54
H 5.07 7.01 0.31
H 2.63 7.20 0.59
H 1.07 6.13 -0.99
Se -2.48 -0.92 -0.99
C -1.99 -1.34 -2.71
N -1.67 -1.60 -3.79
```

Summary:
- max |F| (eV/Å) = 0.44
- <S²> = 0.76
- E_tot (eV) = -170712.289
- total charge = 0
- highest occupied orbital energy (spin up / spin down) (Ha) = -0.255 / -0.282
- ΔE to the lowest compared entry with this formula, charge and spin (kcal/mol) = 3.2
- 2S+1 = 2

***

4.
DFT (ωB97M-V with the def2-TZVPD basis set) results for a gas-phase ion, C23H30ClN2O7S (charge +1) at a distorted geometry.

Geometry as XYZ:
```
64
Properties=species:S:1:pos:R:3
C -4.39 3.31 -1.62
C -3.62 1.98 -1.45
C -3.61 1.15 -2.74
O -4.60 1.11 -3.42
O -2.48 0.46 -3.16
C -2.35 -0.82 -2.56
C -0.91 -1.21 -2.20
C -0.33 -0.55 -0.93
C 0.07 0.97 -1.17
O 0.16 1.33 -2.54
N 1.37 0.94 -3.11
O 1.25 0.81 -4.26
N -1.32 -0.43 0.17
C -0.87 -0.42 1.39
C -1.85 -0.27 2.53
Cl -3.29 -1.31 2.34
C -1.21 -0.50 3.92
C -2.08 0.14 5.02
S 0.86 -0.58 1.46
C 0.80 -1.35 -0.23
C 0.40 -2.86 -0.02
C 0.87 -3.51 1.27
O 2.28 -3.38 1.44
C 2.64 -3.97 2.65
O 2.60 -3.34 3.67
C 2.21 -1.37 -0.91
C 3.32 -0.62 -0.11
O 4.06 -1.20 0.65
C 3.52 0.88 -0.31
C 3.93 1.31 -1.55
C 4.10 2.65 -1.81
C 3.85 3.54 -0.79
C 3.47 3.10 0.46
C 3.30 1.76 0.73
H -5.33 3.19 -2.16
H -4.53 3.74 -0.62
H -3.72 4.00 -2.14
H -2.61 2.25 -1.13
H -4.03 1.35 -0.65
H -2.69 -1.55 -3.31
H -3.07 -0.94 -1.72
H -0.30 -0.99 -3.08
H -0.91 -2.30 -2.13
H 0.99 1.26 -0.66
H -0.73 1.58 -0.75
H -2.33 -0.31 0.09
H -2.19 0.77 2.51
H -0.27 0.08 3.90
H -1.02 -1.56 4.08
H -2.31 1.18 4.80
H -3.02 -0.41 5.10
H -1.51 0.09 5.95
H -0.70 -2.90 0.00
H 0.69 -3.48 -0.87
H 0.31 -3.19 2.16
H 0.66 -4.59 1.18
H 2.98 -5.02 2.66
H 2.21 -1.01 -1.94
H 2.55 -2.41 -0.95
H 4.10 0.57 -2.33
H 4.40 2.99 -2.80
H 3.95 4.60 -1.00
H 3.31 3.84 1.25
H 3.01 1.44 1.72
```

Summary:
- max |F| (eV/Å) = 1.96
- E_tot (eV) = -64997.283
- total charge = +1
- highest occupied orbital energy (Ha) = -0.445
- 2S+1 = 1

***

5.
DFT (ωB97M-V with the def2-TZVPD basis set) results for 6 unconnected molecules or ions with the total composition C23H30F9O20P at a distorted geometry.

Geometry as XYZ:
```
83
Properties=species:S:1:pos:R:3
C -1.16 0.69 3.30
O -0.80 -0.43 4.14
C 0.52 -0.31 4.69
C 1.36 -1.70 4.63
O 2.27 -1.77 3.52
C 1.60 -1.82 2.26
C 2.46 -0.99 1.23
F 3.78 -1.52 1.28
F 2.57 0.33 1.74
C 2.01 -1.06 -0.30
F 2.95 -1.80 -1.06
F 2.14 0.27 -0.80
C 0.50 -1.46 -0.58
F -0.40 -0.65 0.14
F 0.26 -1.13 -1.94
C 0.12 -3.00 -0.44
F -0.72 -3.15 0.67
F -0.63 -3.39 -1.56
F 1.18 -3.88 -0.32
P 0.27 -3.23 4.89
O -0.15 -3.28 6.37
O 1.26 -4.59 4.61
O -1.04 -3.36 3.85
H -2.13 0.39 2.75
H -0.37 0.91 2.50
H -1.43 1.63 3.89
H 0.55 0.17 5.72
H 1.10 0.39 3.98
H 2.02 -1.65 5.57
H 1.58 -2.93 1.95
H 0.51 -1.48 2.27
H 2.16 -4.41 4.97
H -1.01 -2.72 3.11
C 3.22 -6.33 -2.75
C 2.88 -6.09 -1.31
O 3.55 -7.14 -0.63
C 4.58 -7.54 -1.44
O 5.44 -8.29 -1.10
O 4.49 -6.97 -2.67
H 3.28 -5.41 -3.32
H 2.51 -7.01 -3.23
H 3.26 -5.13 -0.94
H 1.81 -6.13 -1.12
C -2.90 1.26 -2.41
C -2.64 2.72 -2.18
O -3.38 2.99 -0.99
C -3.51 1.81 -0.32
O -3.93 1.71 0.79
O -3.10 0.77 -1.09
H -2.06 0.76 -2.89
H -3.80 1.08 -3.00
H -1.59 2.94 -2.00
H -3.00 3.34 -3.00
C -1.60 7.03 -5.22
C -0.37 6.92 -4.36
O -0.54 5.65 -3.73
C -1.36 4.91 -4.52
O -1.57 3.74 -4.36
O -1.91 5.67 -5.50
H -1.42 7.59 -6.14
H -2.44 7.48 -4.69
H 0.55 6.90 -4.95
H -0.30 7.72 -3.63
C -3.34 -6.15 3.22
C -4.45 -5.29 3.75
O -5.48 -5.46 2.79
C -5.26 -6.66 2.18
O -6.04 -7.19 1.44
O -4.05 -7.17 2.51
H -2.73 -6.58 4.01
H -2.70 -5.62 2.51
H -4.81 -5.62 4.73
H -4.15 -4.24 3.82
C 3.38 9.21 -2.05
C 2.90 9.61 -3.41
O 1.50 9.34 -3.35
C 1.15 9.37 -2.04
O 0.02 9.35 -1.65
O 2.24 9.43 -1.23
H 4.23 9.81 -1.71
H 3.65 8.15 -2.00
H 3.05 10.68 -3.61
H 3.37 9.04 -4.21
```

Summary:
- max |F| (eV/Å) = 4.48
- E_tot (eV) = -99032.764
- total charge = 0
- SMILES string = COC[C@H](OCC(F)(F)C(F)(F)C(F)(F)C(F)(F)F)P(=O)(O)O.O=C1OCCO1.O=C1OCCO1.O=C1OCCO1.O=C1OCCO1.O=C1OCCO1
- highest occupied orbital energy (Ha) = -0.387
- 2S+1 = 1

***

6.
DFT (ωB97M-V with the def2-TZVPD basis set) results for a molecular structure, C23H30MnN5O2SSe.

Geometry as XYZ:
```
63
Properties=species:S:1:pos:R:3
Mn -1.19 0.74 -0.28
N -4.50 -2.42 -0.09
C -3.36 -1.65 0.05
S -3.59 0.07 0.11
N -2.25 -2.33 0.10
N -1.11 -1.54 0.16
C -0.04 -2.23 0.36
C 1.32 -1.72 0.44
C 2.35 -2.67 0.53
C 3.68 -2.31 0.60
C 4.00 -0.95 0.62
C 3.01 0.01 0.54
C 1.64 -0.33 0.43
O 0.76 0.59 0.30
H -5.33 -1.96 0.26
H -4.38 -3.37 0.22
H -0.16 -3.31 0.48
H 2.07 -3.72 0.53
H 4.45 -3.07 0.66
H 5.03 -0.64 0.69
H 3.25 1.06 0.55
C -3.18 -0.97 -3.23
N -1.86 -1.56 -3.11
C -1.75 -2.96 -3.45
C -0.52 -3.56 -2.83
C 0.69 -2.72 -3.18
N 0.45 -1.33 -2.86
C 1.63 -0.48 -2.77
C -0.79 -0.78 -2.79
O -0.94 0.41 -2.45
H -3.88 -1.46 -2.54
H -3.54 -1.10 -4.26
H -3.14 0.08 -2.98
H -1.75 -3.08 -4.55
H -2.65 -3.46 -3.07
H -0.38 -4.59 -3.17
H -0.65 -3.57 -1.74
H 0.94 -2.83 -4.25
H 1.56 -3.05 -2.61
H 2.35 -0.94 -2.09
H 1.34 0.49 -2.38
H 2.08 -0.36 -3.76
C 2.06 3.31 5.13
C 1.21 3.32 3.89
C 1.76 3.58 2.64
C 0.99 3.59 1.48
C 1.65 3.86 0.16
C -0.39 3.33 1.56
Se -1.47 3.32 -0.03
C -0.96 3.07 2.82
C -2.43 2.77 2.96
C -0.15 3.06 3.95
H 3.12 3.39 4.88
H 1.92 2.38 5.70
H 1.80 4.14 5.79
H 2.83 3.77 2.56
H 2.72 4.03 0.30
H 1.21 4.73 -0.32
H 1.50 3.01 -0.51
H -2.70 1.87 2.40
H -3.03 3.58 2.55
H -2.69 2.63 4.01
H -0.61 2.85 4.91
```

Summary:
- max |F| (eV/Å) = 0.22
- <S²> = 8.76
- E_tot (eV) = -143391.230
- total charge = -1
- highest occupied orbital energy (spin up / spin down) (Ha) = -0.133 / -0.150
- ΔE to the lowest compared entry with this formula, charge and spin (kcal/mol) = 0.4
- 2S+1 = 6

***

7.
DFT (ωB97M-V with the def2-TZVPD basis set) results for a single C23H30N2O3 molecule.

Geometry as XYZ:
```
58
Properties=species:S:1:pos:R:3
C 0.80 -1.31 -7.81
H -0.24 -1.37 -8.14
H 1.23 -0.34 -8.07
H 1.39 -2.10 -8.28
O 0.78 -1.48 -6.40
C 1.98 -1.48 -5.80
O 3.02 -1.35 -6.41
C 1.89 -1.66 -4.34
C 3.06 -1.69 -3.59
C 3.02 -1.86 -2.22
C 1.80 -2.01 -1.57
C 0.63 -1.98 -2.32
C 0.66 -1.81 -3.69
H -0.25 -1.78 -4.26
H -0.32 -2.09 -1.80
C 1.73 -2.21 -0.08
N 0.67 -1.42 0.50
C 0.37 -1.80 1.87
H 1.23 -1.59 2.54
C -0.86 -1.03 2.36
N -0.68 0.41 2.27
C -0.26 0.79 0.93
C 0.95 0.00 0.44
H 1.84 0.25 1.06
H 1.17 0.28 -0.59
H -1.10 0.60 0.25
H -0.05 1.86 0.92
C 0.09 1.01 3.34
H 0.32 0.26 4.10
C -0.71 2.15 4.00
C -0.94 3.28 3.05
C 0.03 4.26 2.89
C -0.14 5.29 1.97
C -1.29 5.34 1.21
C -2.27 4.36 1.36
C -2.09 3.34 2.28
H -2.84 2.58 2.39
H -3.17 4.40 0.76
H -1.43 6.14 0.49
H 0.62 6.05 1.86
H 0.93 4.23 3.49
H -1.67 1.74 4.33
H -0.16 2.49 4.88
H 1.04 1.42 2.97
C -2.12 -1.46 1.59
H -1.86 -1.65 0.55
H -2.84 -0.64 1.62
C -2.76 -2.71 2.19
O -3.13 -2.54 3.54
H -3.70 -1.77 3.60
H -2.06 -3.54 2.18
H -3.64 -3.00 1.58
H -1.03 -1.28 3.42
H 0.17 -2.87 1.90
H 2.71 -1.99 0.37
H 1.51 -3.27 0.11
H 3.94 -1.88 -1.66
H 4.00 -1.58 -4.11
```

Summary:
- max |F| (eV/Å) = 0.60
- E_tot (eV) = -33460.752
- total charge = 0
- SMILES string = COC(=O)c1ccc(CN2CCN(CCc3ccccc3)[C@@H](CCO)C2)cc1
- highest occupied orbital energy (Ha) = -0.299
- ΔE to the lowest compared entry with this formula, charge and spin (kcal/mol) = 37.6
- 2S+1 = 1

***

> Which of these has the highest E_tot?

C23H29NO3